[1]
The following is a quantum chemistry calculation of a structure of composition C24H40Br2ClFI2N3O9P2 at a distorted geometry, from the Open Molecules 2025 dataset.

The geometry in XYZ format:
```
84
C24H40Br2ClFI2N3O9P2, DFT wB97M-V/def2-TZVPD
I 0.60 3.74 -0.15
I -0.36 -5.04 -0.45
Br -2.20 0.23 -4.29
Br -1.77 2.96 1.75
Cl -2.91 2.54 -0.88
P -5.27 0.34 -1.31
P -3.66 -0.16 0.07
F -1.85 0.18 2.27
O -1.56 -4.04 1.94
O -6.18 -0.80 -1.27
O -2.24 2.92 -3.81
O 3.04 0.32 -3.34
O 1.91 -3.85 1.34
O -5.83 1.66 -0.63
O 0.61 -4.39 -3.80
O -4.76 0.74 -2.77
O 0.35 -2.24 -4.36
N 3.63 4.61 3.07
N 1.49 2.46 2.70
N -1.93 0.05 -0.68
C 1.38 0.17 -0.90
C -1.18 -3.59 0.90
C -1.42 -2.05 0.78
C 2.61 -2.29 3.03
C -0.05 -0.29 3.70
C 0.24 0.84 1.26
C 3.08 5.49 3.56
C -1.53 -3.37 -3.43
C -1.45 1.50 -0.80
C 1.52 -1.53 0.80
C -0.09 -3.41 -3.87
C -0.85 1.76 -2.20
C -0.85 -1.05 -0.26
C 0.52 -0.41 0.28
C -0.64 -1.82 -1.59
C 2.91 0.04 -0.96
C 1.56 -2.59 1.95
C 3.44 0.89 -2.10
C -1.84 -2.57 -2.12
C 1.60 1.38 1.73
C 2.38 6.60 4.19
C -1.82 1.91 -3.37
C -0.53 0.58 2.57
C -0.58 1.99 0.47
H 3.43 -2.99 2.95
H 4.53 0.92 -2.03
H 3.21 -0.98 -1.20
H -0.63 1.55 3.03
H 2.19 -2.40 4.02
H -2.49 -2.01 0.93
H 2.80 1.01 -3.95
H 3.44 0.36 -0.06
H -1.09 -1.73 1.75
H 2.83 6.82 5.15
H 2.45 7.48 3.55
H 2.19 3.18 2.55
H 1.09 -0.25 -1.85
H 1.25 -2.42 -4.70
H -0.30 2.69 -2.22
H 0.25 -2.43 -1.48
H 1.33 6.34 4.33
H -5.32 1.41 -3.20
H -2.64 -1.87 -2.39
H -0.34 -1.32 3.59
H 2.16 0.56 2.17
H 3.10 1.93 -2.01
H 2.45 -1.01 0.95
H 1.20 1.23 -1.00
H -2.14 -0.17 -1.66
H 2.80 -3.77 0.99
H -0.17 0.98 -2.51
H 2.20 1.72 0.89
H -2.11 -2.97 -4.25
H 1.00 -0.18 3.92
H -2.29 -3.27 -1.43
H 3.01 -1.27 2.97
H 1.69 -2.13 -0.09
H -0.40 -1.11 -2.37
H 0.64 -2.86 2.45
H -6.41 2.17 -1.21
H 1.59 2.14 3.65
H -1.83 -4.41 -3.31
H -3.75 -1.50 -0.32
H -0.58 0.04 4.59
```

E_tot, eV: -238529.7995
Total charge: +1
Gap between HOMO and LUMO, eV: 8.463


[2]
The following is a quantum chemistry calculation of a cluster of 12 separate species, C24H40Cl24O8 in total at a distorted geometry, from the Open Molecules 2025 dataset.

The geometry in XYZ format:
```
96
C24H40Cl24O8, DFT wB97M-V/def2-TZVPD
Cl -1.48 5.26 2.79
Cl -1.06 7.97 1.50
Cl -2.04 2.00 -5.61
Cl -3.45 -5.82 0.21
Cl 0.80 1.80 -5.37
Cl -1.41 -3.86 -0.51
Cl 5.06 2.96 -4.22
Cl -3.81 2.92 0.40
Cl 5.00 3.44 0.95
Cl -4.79 -2.29 -0.12
Cl 4.58 0.31 -3.22
Cl -5.26 1.30 2.27
Cl -4.44 -0.17 -2.06
Cl 3.76 -0.63 0.22
Cl -1.93 -6.18 -2.18
Cl 3.04 4.96 -0.67
Cl -0.28 5.41 0.23
Cl 3.12 5.24 2.25
Cl 3.99 -3.28 1.48
Cl -0.63 3.45 -3.42
Cl -3.85 -2.96 -2.73
Cl 6.18 0.57 -5.52
Cl 3.06 -2.99 -1.26
Cl -2.51 1.61 2.79
O 0.28 0.72 0.99
O -7.00 -4.40 3.34
O 3.13 1.87 3.33
O 2.35 1.21 5.29
O -5.61 -2.70 2.71
O -1.02 -0.64 -0.22
O 1.87 -2.18 -3.88
O 2.26 -0.58 -5.40
C -0.23 -0.50 0.68
C 2.29 1.95 4.35
C -1.89 -5.60 -0.53
C 2.45 -1.72 -4.96
C 5.33 1.50 4.23
C 3.41 4.20 0.89
C -6.80 -3.36 2.76
C 1.32 3.03 4.14
C -0.55 2.87 -5.11
C 4.82 1.26 -4.69
C 0.30 -1.59 1.54
C -1.41 6.28 1.32
C -4.56 -3.27 3.45
C -7.70 -2.46 2.05
C 0.03 1.90 0.22
C 4.14 -2.37 -0.05
C -3.34 -2.72 2.85
C -3.71 1.49 1.47
C 1.13 1.98 -0.90
C -0.39 -1.26 -3.73
C 1.04 -1.24 -3.13
C -3.80 -1.73 -1.44
C 4.10 0.92 3.56
C 3.24 -2.82 -5.70
H 2.76 3.35 0.94
H 1.03 1.27 -1.67
H 2.75 -3.76 -5.58
H -3.17 -3.18 1.87
H 3.91 1.24 -5.28
H -8.09 -1.66 2.75
H -4.80 -2.99 4.45
H -2.51 -2.90 3.47
H 4.20 -2.86 -5.23
H 0.95 3.04 3.07
H -3.47 0.65 0.79
H 2.17 1.79 -0.46
H 1.51 -0.26 -3.22
H -2.84 -1.57 -0.99
H 5.66 2.43 3.77
H 0.97 -1.61 -2.09
H -0.95 -2.27 -3.66
H -0.97 -0.42 -3.37
H 5.26 1.67 5.35
H -3.38 -1.65 2.86
H 0.62 -1.26 2.57
H -2.36 6.24 0.89
H -1.25 -6.25 0.14
H -8.52 -3.01 1.61
H -4.69 -4.39 3.32
H 6.15 0.76 4.05
H 0.44 2.92 4.82
H -7.11 -1.85 1.36
H 4.36 0.55 2.58
H -0.34 -2.43 1.70
H 1.19 2.99 -1.28
H 3.39 -2.48 -6.73
H -0.51 3.80 -5.73
H -1.00 1.80 -0.16
H 1.74 4.01 4.43
H -0.31 -1.14 -4.78
H 0.09 2.61 1.03
H 5.14 -2.31 -0.44
H 3.65 0.08 4.10
H 1.20 -2.03 1.13
```

E_tot, eV: -342454.8135
Total charge: 0
Gap between HOMO and LUMO, eV: 10.632
SMILES: CCOC(C)=O.CCOC(C)=O.CCOC(C)=O.CCOC(C)=O.ClC(Cl)Cl.ClC(Cl)Cl.ClC(Cl)Cl.ClC(Cl)Cl.ClC(Cl)Cl.ClC(Cl)Cl.ClC(Cl)Cl.ClC(Cl)Cl


[3]
The following is a quantum chemistry calculation of a cluster of 7 separate species, C24H40FO16S2 in total at a distorted geometry, from the Open Molecules 2025 dataset.

The geometry in XYZ format:
```
83
C24H40FO16S2, DFT wB97M-V/def2-TZVPD
S 0.16 -1.48 4.07
S 0.62 -0.32 -5.73
F -0.46 0.40 0.03
O -4.29 -2.38 -4.10
O 1.67 -1.23 -6.19
O -0.53 -0.23 -6.62
O 0.40 4.67 0.52
O 3.61 -3.01 -0.65
O 3.87 0.34 1.03
O -0.49 4.76 2.52
O 5.59 0.28 -0.47
O 1.17 -0.53 3.93
O 3.75 1.31 -0.97
O 1.05 6.36 1.76
O 2.12 -2.23 -1.95
O -2.93 -2.56 -2.27
O 4.27 -2.40 -2.76
O -3.93 -0.72 -2.64
O 0.46 -2.82 3.60
C -2.73 3.96 2.15
C 2.63 1.01 1.11
C -4.11 0.03 -0.29
C 1.39 1.21 -5.43
C -1.76 -2.35 5.57
C -0.53 3.53 0.58
C -3.26 -0.50 -1.45
C 2.53 -2.90 0.21
C -1.14 3.66 2.03
C 2.70 2.29 1.95
C -0.34 -1.69 5.78
C 4.46 0.61 -0.18
C 0.30 5.31 1.62
C 1.44 -2.78 -0.84
C -2.41 -1.72 4.34
C 1.25 1.43 -3.99
C 0.06 0.63 -3.42
C -1.42 -0.88 3.53
C -2.50 -1.80 -1.23
C 2.48 1.45 -0.44
C 3.43 -2.53 -1.89
C 0.83 -4.01 -1.38
C -3.70 -1.95 -3.06
C 0.17 -0.82 -4.05
H -0.81 -1.26 -3.99
H -2.44 0.31 -1.54
H -2.97 3.93 3.24
H 3.61 2.83 1.98
H -3.16 3.15 1.52
H -4.95 -0.65 0.17
H -0.10 -3.77 -2.03
H -2.58 -2.34 -0.27
H 0.78 1.86 -6.08
H -1.40 0.21 3.86
H -4.71 1.09 -0.46
H -0.94 0.95 -3.74
H 2.23 0.94 -3.57
H -1.13 3.61 -0.29
H -1.62 -3.64 5.62
H 1.87 0.54 -0.77
H 0.19 0.55 -2.38
H 2.40 -3.86 0.89
H 1.52 2.85 1.95
H 1.07 -1.38 -3.84
H -1.44 -1.61 -1.36
H 0.60 -2.12 6.13
H 0.59 -2.15 -0.58
H 1.61 -4.61 -1.71
H -2.86 4.81 1.36
H -3.20 -1.02 4.66
H 2.82 1.98 3.04
H -1.26 -0.72 2.59
H -0.26 -0.71 6.17
H 1.21 2.38 -3.65
H 0.21 2.88 0.34
H -2.22 -2.06 6.43
H 1.75 0.34 1.52
H -0.99 2.64 2.57
H 2.30 1.21 -5.95
H 2.57 -2.03 0.67
H -3.45 0.41 0.40
H 1.87 2.38 -0.63
H -2.98 -2.83 3.92
H 0.38 -4.47 -0.48
```

ΔE to the lowest compared entry with this formula, charge and spin, kJ/mol: 52.6
E_tot, eV: -82678.1037
Total charge: -1
Gap between HOMO and LUMO, eV: 8.667